Molecular formula: C29H27F2N5O10PRuS3
Method: DFT, the ωB97M-V functional and the def2-TZVPD basis

CARTESIAN COORDINATES (ANGSTROEM)
1 Ru -0.135 0.575 -0.354
2 F -4.071 3.923 1.217
3 C -3.450 3.369 0.150
4 C -2.786 2.164 0.292
5 C -2.135 1.597 -0.801
6 C -2.202 2.246 -2.052
7 C -2.861 3.474 -2.137
8 F -2.879 4.169 -3.296
9 C -3.480 4.057 -1.050
10 C -1.562 1.582 -3.188
11 C -1.966 1.741 -4.515
12 C -1.308 1.042 -5.508
13 C -0.266 0.197 -5.164
14 C 0.071 0.093 -3.826
15 N -0.561 0.752 -2.869
16 H -2.771 1.679 1.261
17 H -3.964 5.016 -1.134
18 H -2.776 2.401 -4.776
19 H -1.602 1.160 -6.538
20 H 0.267 -0.369 -5.910
21 H 0.901 -0.519 -3.506
22 O 3.507 -1.086 4.388
23 C 3.220 -2.171 3.716
24 O 3.625 -3.266 4.026
25 C 2.306 -2.058 2.537
26 C 1.992 -3.133 1.723
27 N 1.171 -2.681 0.763
28 N 0.919 -1.381 0.906
29 C 1.593 -0.973 1.974
30 C 1.434 0.442 2.437
31 O 2.041 0.856 3.422
32 O 0.590 1.120 1.777
33 H 3.061 -0.259 4.036
34 H 2.324 -4.149 1.786
35 H 0.749 -3.205 0.011
36 O 4.796 -1.458 1.513
37 S 4.847 -1.032 0.145
38 O 6.054 -0.422 -0.322
39 N 3.527 -0.100 -0.188
40 C 2.739 -0.657 -1.053
41 O 1.661 -0.187 -1.492
42 C 3.200 -1.998 -1.553
43 C 2.572 -2.814 -2.480
44 C 3.177 -4.018 -2.811
45 C 4.368 -4.403 -2.213
46 C 4.985 -3.591 -1.267
47 C 4.383 -2.392 -0.957
48 H 1.639 -2.517 -2.936
49 H 2.710 -4.663 -3.543
50 H 4.822 -5.343 -2.487
51 H 5.902 -3.893 -0.786
52 S 0.457 3.269 -0.004
53 C -0.250 3.743 1.446
54 N -0.682 5.000 1.584
55 C -1.052 5.440 2.912
56 C -1.506 4.184 3.631
57 S -0.527 2.796 2.861
58 H -0.503 5.667 0.849
59 H -1.841 6.192 2.845
60 H -0.181 5.883 3.413
61 H -2.563 3.981 3.473
62 H -1.302 4.196 4.698
63 C -4.346 -0.829 0.509
64 O -3.333 -0.919 1.493
65 P -1.748 -1.009 1.104
66 O -1.784 -2.411 0.225
67 C -1.511 -2.419 -1.159
68 O -1.232 -1.532 2.508
69 C -1.954 -2.442 3.339
70 H -5.166 -0.249 0.936
71 H -4.699 -1.833 0.267
72 H -3.986 -0.338 -0.398
73 H -1.055 -3.383 -1.399
74 H -0.823 -1.593 -1.431
75 H -2.436 -2.316 -1.734
76 H -1.286 -2.678 4.164
77 H -2.203 -3.349 2.792
78 H -2.866 -1.973 3.704

- LUMO energy (alpha / beta): -0.00482 / -0.07121 hartree
- <S²>: 8.762
- HOMO (alpha / beta): -8.1 / -8.9 eV
- Spin multiplicity: 6
- Charge: 0
- Orbital gap (alpha / beta): 0.2927 / 0.2551 Ha